Entry 1:
{"formula": "C5H5IO", "method": "ωB97M-V with the def2-TZVPD basis set", "smiles": "Cc1occc1I", "charge": 0, "homo_lumo_gap_ev": 8.828, "elements": ["C", "C", "C", "C", "C", "O", "I", "H", "H", "H", "H", "H"], "coordinates": [[0.938, 2.002, -0.185], [-0.440, 1.991, 0.009], [1.307, 0.665, -0.130], [0.111, -0.097, 0.070], [-0.039, -1.594, -0.102], [-0.863, 0.746, 0.159], [3.263, -0.121, 0.046], [1.537, 2.988, -0.331], [-1.160, 2.839, 0.378], [-0.996, -2.030, -0.464], [0.712, -1.726, -0.897], [0.178, -2.170, 0.776]], "atomic_forces_ev_per_a": [[-0.7, 3.0, 0.1], [0.3, 3.2, 1.0], [-0.5, -2.4, 0.5], [3.7, -0.5, -0.8], [-0.2, 0.6, -1.0], [-2.9, 0.0, 0.3], [-0.8, 0.3, -0.3], [-1.0, -2.3, 0.4], [1.5, -1.9, -1.3], [0.4, 1.1, 0.1], [-0.2, -0.9, 0.5], [0.6, -0.1, 0.5]], "mulliken_charge": [-0.190, -0.274, -0.400, 0.743, -1.152, -0.301, 0.078, 0.288, 0.294, 0.300, 0.321, 0.294]}

Entry 2:
{"formula": "C5H5IS2", "method": "ωB97M-V with the def2-TZVPD basis set", "charge": 0, "homo_lumo_gap_ev": [7.276, 6.940], "elements": ["C", "C", "C", "C", "C", "S", "S", "I", "H", "H", "H", "H", "H"], "coordinates": [[1.095, 1.559, -0.374], [-1.616, 1.728, 0.406], [0.842, 0.366, -0.687], [-1.624, 0.457, -0.012], [0.883, -2.160, 0.141], [-0.158, 2.720, 0.149], [1.457, -1.090, -1.215], [-2.997, -1.080, 0.022], [2.047, 2.185, -0.488], [-2.385, 2.260, 1.049], [1.244, -3.146, 0.056], [-0.188, -2.113, 0.039], [1.398, -1.686, 0.913]], "atomic_forces_ev_per_a": [[0.5, 4.8, 0.5], [0.0, -1.0, 0.3], [-2.5, -3.2, 0.2], [2.0, 1.1, -0.2], [-0.2, 1.0, -1.5], [-0.1, 0.1, 0.3], [0.2, -0.4, -1.2], [0.1, 0.4, 0.1], [-1.1, -1.4, 0.2], [0.9, -0.7, -1.1], [0.5, -1.1, -0.5], [-0.3, 0.0, 0.8], [-0.2, 0.5, 2.1]], "mulliken_charge": [0.092, -0.161, -0.151, -0.387, -0.520, -0.086, -0.101, 0.107, 0.283, 0.333, 0.360, -0.069, 0.300]}

Entry 3:
{"formula": "C5H5MgO", "method": "ωB97M-V with the def2-TZVPD basis set", "charge": 2, "spin_multiplicity": 2, "homo_lumo_gap_ev": [6.069, 8.331], "s2": 0.754, "elements": ["C", "C", "C", "O", "Mg", "H", "H", "H", "C", "C", "H", "H"], "coordinates": [[0.563, -1.009, 2.697], [0.422, -1.663, 1.447], [1.163, 0.312, 2.024], [0.734, 0.902, 1.036], [0.039, 0.734, -0.771], [1.201, -1.485, 3.459], [-0.519, -0.891, 2.954], [1.986, 0.776, 2.593], [-0.881, 0.614, -2.738], [-1.382, 0.563, -3.910], [-1.776, -0.366, -4.346], [-1.550, 1.512, -4.445]], "atomic_forces_ev_per_a": [[0.9, 1.2, -1.8], [-0.6, -1.5, -0.9], [-0.6, 0.4, 2.8], [0.0, -0.2, -0.5], [0.0, -0.5, 0.5], [-0.3, 0.4, 0.1], [0.3, 0.3, 0.2], [0.2, -0.2, -0.4], [0.0, 0.0, -0.5], [-0.1, 0.0, 0.9], [0.1, 0.1, -0.1], [0.1, -0.1, -0.1]], "mulliken_charge": [-0.062, -0.397, 0.180, -0.430, 1.119, 0.368, 0.326, 0.393, 0.195, -0.314, 0.320, 0.303]}

In order of appearance, E_tot = -566.39822; -1287.39973; -467.90526 hartree.
In order of appearance, ΔE to the lowest compared entry with this formula, charge and spin = 6.1; 36.8; 84.6 kcal/mol.